Here is one molecule with the formula HPS5 at a distorted geometry from the OMol25 dataset. Energies are from wB97M-V/def2-TZVPD.

HOMO ... -9.232 eV
E_LUMO ... -0.70 eV
Structure (SMILES) ... S=[PH]1SSSS1
Charge ... 0
ΔE to the lowest compared entry with this formula, charge and spin ... 0.000 eV
Frontier orbital gap ... 8.5 eV

Last column: natural (NBO) charge in e.
Positions of all 7 atoms, in Å:
S -1.90 -2.15 0.13  -0.42
P -0.96 -0.45 0.01  0.67
S 0.39 0.03 1.62  -0.15
S 1.70 1.42 0.80  0.04
S 2.23 0.25 -0.84  0.04
S 0.32 0.15 -1.78  -0.17
H -1.77 0.75 0.06  0.00

Here is one molecule with the formula C4H5N2OP at a distorted geometry from the OMol25 dataset. Energies are from wB97M-V/def2-TZVPD.

HOMO ... -9.092 eV
E_LUMO ... 0.37 eV
Structure (SMILES) ... CC(=O)n1nccp1
Charge ... 0
ΔE to the lowest compared entry with this formula, charge and spin ... 0.000 eV
Frontier orbital gap ... 9.5 eV

Last column: natural (NBO) charge in e.
Positions of all 13 atoms, in Å:
C -2.22 -0.35 -0.08  -0.75
C -1.08 -1.27 0.03  0.78
O -0.95 -2.44 0.11  -0.49
N 0.33 -0.37 0.02  -0.56
N 0.29 0.95 0.08  -0.27
C 1.52 1.40 0.07  -0.05
C 2.53 0.43 0.00  -0.69
P 1.82 -1.14 -0.05  0.79
H -1.99 0.43 -0.80  0.27
H -2.37 0.13 0.88  0.27
H -3.13 -0.89 -0.36  0.25
H 1.67 2.47 0.12  0.21
H 3.58 0.64 -0.02  0.24

Here is C11H17MoN3O5S as an isolated structure at a distorted geometry from the OMol25 dataset. Energies are from wB97M-V/def2-TZVPD.

HOMO (spin up / spin down) ... -16.144 / -16.143 eV
E_LUMO (spin up / spin down) ... -9.90 / -9.89 eV
Charge ... +2
ΔE to the lowest compared entry with this formula, charge and spin ... 0.827 eV
Frontier orbital gap (spin up / spin down) ... 6.2 / 6.2 eV

Last column: natural (NBO) charge in e.
Positions of all 38 atoms, in Å:
Mo 0.03 0.40 0.04  1.81
O -0.59 -2.85 1.75  -0.73
S -0.53 -1.54 1.26  2.48
O -1.25 -0.40 1.81  -0.88
O 0.90 -0.85 1.11  -0.78
O -0.84 -1.34 -0.28  -0.80
C -3.27 1.07 -1.75  -0.42
N -2.92 2.46 -1.38  -0.35
C -4.00 3.44 -1.56  -0.42
C -1.82 2.70 -0.70  0.81
O -1.23 1.65 -0.13  -0.62
N -1.26 3.89 -0.54  -0.37
C -1.50 5.02 -1.44  -0.42
C -0.31 4.17 0.54  -0.41
H -3.96 1.11 -2.58  0.25
H -3.75 0.55 -0.92  0.24
H -2.39 0.52 -2.06  0.21
H -4.93 2.98 -1.22  0.25
H -4.11 3.71 -2.61  0.23
H -3.83 4.33 -0.97  0.23
H -1.95 4.68 -2.37  0.23
H -0.53 5.47 -1.68  0.23
H -2.13 5.78 -0.98  0.24
H -0.11 3.30 1.15  0.21
H -0.71 4.95 1.18  0.25
H 0.64 4.53 0.12  0.23
N 1.16 0.99 -1.15  -0.29
C 2.15 1.52 -1.86  0.03
C 1.89 2.52 -2.83  -0.13
C 2.93 3.07 -3.53  -0.20
C 4.24 2.63 -3.29  -0.04
C 4.51 1.66 -2.33  -0.21
C 3.49 1.09 -1.62  -0.10
H 0.86 2.81 -3.01  0.23
H 2.74 3.83 -4.27  0.25
H 5.05 3.05 -3.88  0.26
H 5.53 1.34 -2.16  0.26
H 3.65 0.31 -0.89  0.25

Here is C2H6N2O as an isolated structure at a distorted geometry from the OMol25 dataset. Energies are from wB97M-V/def2-TZVPD.

HOMO (spin up / spin down) ... -8.661 / -8.659 eV
E_LUMO (spin up / spin down) ... -0.16 / -0.16 eV
Charge ... 0
ΔE to the lowest compared entry with this formula, charge and spin ... 4.567 eV
Frontier orbital gap (spin up / spin down) ... 8.5 / 8.5 eV

Last column: natural (NBO) charge in e.
Positions of all 11 atoms, in Å:
C -1.41 -0.41 -0.22  -0.61
C -0.33 0.65 0.03  -0.24
N 2.54 0.39 -0.30  0.37
N 0.90 0.08 0.41  -0.63
O 3.29 -0.42 0.07  -0.23
H -1.28 -0.89 -1.18  0.21
H -1.36 -1.18 0.56  0.20
H -2.40 0.04 -0.17  0.21
H -0.19 1.27 -0.86  0.20
H -0.68 1.32 0.84  0.17
H 0.91 -0.84 0.83  0.35

Here is one molecule with the formula C6H10O5 at a distorted geometry from the OMol25 dataset. Energies are from wB97M-V/def2-TZVPD.

HOMO ... -10.484 eV
E_LUMO ... 0.89 eV
Structure (SMILES) ... CCOC(=O)OC(=O)OCC
Charge ... 0
ΔE to the lowest compared entry with this formula, charge and spin ... 3.779 eV
Frontier orbital gap ... 11.4 eV

Last column: natural (NBO) charge in e.
Positions of all 21 atoms, in Å:
C -3.45 0.47 0.92  -0.70
C -3.36 -0.21 -0.40  -0.12
O -2.13 -0.97 -0.35  -0.50
C -1.16 -0.06 -0.29  0.98
O -1.21 0.98 -0.70  -0.52
O -0.04 -0.82 0.08  -0.49
C 1.02 -0.08 0.19  0.97
O 1.03 1.20 0.40  -0.62
O 2.02 -0.98 0.01  -0.48
C 3.31 -0.51 0.37  -0.08
C 3.92 0.68 -0.38  -0.62
H -4.56 0.84 1.16  0.23
H -2.97 1.53 0.69  0.24
H -3.08 -0.06 1.94  0.24
H -4.05 -1.17 -0.55  0.21
H -3.69 0.74 -1.25  0.22
H 3.90 -1.46 0.40  0.20
H 3.28 -0.46 1.44  0.18
H 4.00 0.55 -1.41  0.21
H 4.77 0.77 0.03  0.20
H 3.46 1.66 -0.36  0.24

Here is C32H56BrI2NO9 as an isolated structure at a distorted geometry from the OMol25 dataset. Energies are from wB97M-V/def2-TZVPD.

HOMO ... -8.904 eV
E_LUMO ... -0.44 eV
Charge ... 0
Frontier orbital gap ... 8.5 eV

Last column: Mulliken charge in e.
Positions of all 101 atoms, in Å:
C -0.29 5.28 1.81  -0.63
C 0.44 5.96 0.47  -0.63
C 0.81 4.80 -0.67  -0.61
C 1.64 3.59 0.09  0.49
N 2.81 3.04 -0.69  -0.01
C 2.75 1.56 -0.93  -0.30
C 1.50 1.20 -1.94  -0.11
C 1.37 2.20 -3.24  -0.72
C 2.51 1.95 -4.40  -0.39
Br 3.42 3.74 -4.76  -0.24
O 4.05 1.33 -1.65  -0.43
C 4.23 -0.15 -1.75  0.57
O 4.86 -0.87 -2.68  -0.62
O 3.48 -0.63 -0.58  -0.49
C 2.93 0.48 0.28  2.28
C 4.14 0.60 1.37  -0.34
C 4.54 2.11 1.85  -0.34
O 5.42 2.85 0.90  -0.23
C 6.76 2.25 0.82  0.15
O 7.30 2.06 -0.41  -0.47
C 1.53 -0.28 0.78  -1.31
I 0.78 -2.07 -0.33  0.05
C 0.71 0.13 1.95  -0.17
C 1.14 1.38 2.91  -0.34
I -1.14 -1.01 2.44  0.07
H -1.12 6.01 2.20  0.33
H -0.75 4.22 1.55  0.12
H 0.53 5.15 2.67  0.17
H -0.33 6.70 -0.01  0.38
H 1.43 6.50 0.84  0.27
H 1.41 5.21 -1.58  0.26
H -0.21 4.35 -1.05  0.27
H 2.10 4.05 1.09  0.02
H 0.87 2.73 0.30  -0.24
H 3.05 3.61 -1.53  0.41
H 0.49 1.32 -1.33  0.28
H 1.52 0.10 -2.36  0.04
H 0.32 1.94 -3.76  0.33
H 1.33 3.34 -2.99  0.20
H 2.01 1.61 -5.41  0.37
H 3.29 1.10 -4.13  0.20
H 3.77 0.03 2.35  -0.24
H 5.09 0.01 1.01  0.40
H 3.62 2.83 2.07  0.02
H 5.15 2.06 2.87  0.33
H 7.44 1.95 1.73  0.33
H 2.25 1.39 3.27  0.12
H 0.49 1.26 3.91  0.40
H 0.77 2.43 2.46  -0.14
C 2.31 -4.81 3.26  -0.59
C 3.01 -3.50 3.05  -0.14
C 2.29 -2.59 4.02  0.58
O 1.86 -3.41 5.12  -0.49
C 2.03 -4.79 4.75  -0.52
H 2.89 -5.68 2.95  0.37
H 1.36 -4.82 2.70  0.21
H 4.06 -3.59 3.34  0.31
H 2.97 -3.13 2.02  0.03
H 1.40 -2.15 3.57  -0.43
H 2.92 -1.78 4.40  0.18
H 2.88 -5.19 5.31  0.28
H 1.13 -5.36 5.01  0.30
C -6.50 -0.73 4.18  -0.61
C -6.59 -1.37 2.82  -0.14
C -5.16 -1.82 2.58  -0.28
O -4.60 -2.12 3.87  -0.38
C -5.49 -1.62 4.88  -0.50
H -7.46 -0.67 4.70  0.35
H -6.10 0.29 4.08  0.27
H -7.25 -2.24 2.86  0.25
H -6.95 -0.70 2.03  0.10
H -4.56 -1.03 2.13  0.14
H -5.10 -2.71 1.95  0.24
H -5.99 -2.48 5.35  0.26
H -4.92 -1.08 5.64  0.29
C -6.10 -1.53 -2.21  -0.54
C -7.58 -1.25 -2.19  -0.54
C -7.82 -0.94 -0.73  -0.45
O -6.61 -0.36 -0.22  -0.37
C -5.57 -0.55 -1.19  -0.34
H -5.64 -1.41 -3.20  0.34
H -5.91 -2.56 -1.87  0.26
H -7.80 -0.36 -2.80  0.26
H -8.19 -2.08 -2.56  0.32
H -8.02 -1.85 -0.15  0.28
H -8.65 -0.24 -0.58  0.31
H -5.36 0.42 -1.65  0.26
H -4.66 -0.90 -0.70  0.21
C 1.81 -1.53 -6.36  -0.43
C 2.28 -2.92 -6.02  -0.61
C 1.97 -3.01 -4.54  -0.25
O 0.82 -2.18 -4.31  -0.36
C 0.58 -1.39 -5.48  -0.15
H 1.59 -1.38 -7.42  0.41
H 2.56 -0.79 -6.06  0.13
H 1.69 -3.65 -6.57  0.27
H 3.34 -3.09 -6.24  0.34
H 2.79 -2.61 -3.93  0.10
H 1.75 -4.03 -4.22  0.28
H -0.31 -1.78 -5.98  0.31
H 0.39 -0.35 -5.19  0.01